# 1
{"formula": "C6H15KO4P", "method": "ωB97M-V with the def2-TZVPD basis set", "symbols": ["K", "C", "C", "O", "P", "O", "O", "C", "C", "O", "C", "C", "H", "H", "H", "H", "H", "H", "H", "H", "H", "H", "H", "H", "H", "H", "H"], "coordinates": [[-15.59400, -12.12559, 6.50755], [-11.89350, -12.77480, 11.48510], [-12.51445, -13.48398, 12.71433], [-13.66844, -12.74061, 13.11641], [-15.10162, -12.87160, 12.28179], [-15.05953, -12.32284, 10.88980], [-16.23383, -12.26312, 13.23371], [-16.65780, -10.84113, 13.16723], [-15.57150, -9.95840, 13.88863], [-15.37982, -14.51473, 12.42761], [-16.19421, -14.94718, 13.47436], [-17.67022, -15.07982, 13.19128], [-11.29232, -13.42972, 10.85441], [-12.56189, -12.49600, 10.67047], [-11.35814, -11.88240, 11.80929], [-12.82123, -14.52964, 12.69001], [-11.82270, -13.51988, 13.55593], [-16.83372, -10.59409, 12.12027], [-17.65269, -10.56386, 13.51573], [-14.58333, -10.21488, 13.50672], [-15.75984, -8.89929, 13.71283], [-15.63477, -10.32732, 14.91234], [-15.85755, -15.97999, 13.38459], [-16.11463, -14.58288, 14.49859], [-18.35526, -14.75475, 13.97432], [-18.10544, -14.37926, 12.47861], [-17.94024, -16.05753, 12.79218]], "total_charge": 1, "de_lowest_kcal_mol": 20.37, "max_force_ev_per_a": 4.8, "energy_ha": -1479.7107}

# 2
{"formula": "C6H15N", "method": "ωB97M-V with the def2-TZVPD basis set", "symbols": ["C", "C", "N", "C", "C", "C", "C", "H", "H", "H", "H", "H", "H", "H", "H", "H", "H", "H", "H", "H", "H", "H"], "coordinates": [[-1.58649, -1.72089, 0.38056], [-0.53069, -1.18301, -0.58080], [0.03780, 0.10981, -0.22515], [1.11322, -0.02445, 0.73905], [0.64278, -0.06295, 2.19469], [0.52497, 0.82129, -1.40927], [-0.03968, 2.23696, -1.47386], [-1.66606, -2.79519, 0.29164], [-2.56910, -1.32069, 0.15448], [-1.36793, -1.44060, 1.40740], [0.25370, -1.94862, -0.67110], [-0.98608, -1.11648, -1.54472], [1.76352, 0.81304, 0.67270], [1.72401, -0.91099, 0.52482], [1.43229, -0.46050, 2.84804], [-0.27928, -0.62355, 2.38006], [0.36422, 0.91573, 2.56031], [0.28867, 0.28979, -2.32846], [1.62229, 0.81551, -1.46332], [0.17315, 2.76676, -0.58962], [-1.12759, 2.12013, -1.45078], [0.21229, 2.71891, -2.41665]], "total_charge": 0, "de_lowest_kcal_mol": 26.86, "max_force_ev_per_a": 2.1, "energy_ha": -292.3262}

# 3
{"formula": "C6H15N", "method": "ωB97M-V with the def2-TZVPD basis set", "symbols": ["C", "N", "C", "C", "C", "C", "C", "H", "H", "H", "H", "H", "H", "H", "H", "H", "H", "H", "H", "H", "H", "H"], "coordinates": [[0.15468, -3.25373, -2.45849], [-0.42205, -1.22465, 0.18668], [0.05710, 0.01629, 0.20128], [-0.77242, 1.09777, 0.91023], [-0.47801, 2.55746, 0.49706], [-0.57554, 0.87404, 2.39776], [1.42256, 0.30488, -0.30802], [0.41062, -3.34367, -1.40664], [0.51979, -2.28091, -2.79092], [-0.93404, -3.21254, -2.48898], [0.56075, -4.04510, -3.07827], [-0.76811, -0.57420, -0.67474], [-1.80750, 0.84756, 0.68170], [-1.38607, 3.06748, 0.19220], [0.28219, 2.62700, -0.27999], [-0.02485, 3.08044, 1.34096], [0.40329, 1.06138, 2.84651], [-1.28881, 1.43143, 3.01181], [-0.80043, -0.16568, 2.66337], [2.06895, 0.87395, 0.36689], [1.48201, 0.89812, -1.22751], [1.89588, -0.63731, -0.58287]], "total_charge": 0, "de_lowest_kcal_mol": 89.99, "max_force_ev_per_a": 1.7, "energy_ha": -292.2256}

# 4
{"formula": "C6H15N", "method": "ωB97M-V with the def2-TZVPD basis set", "symbols": ["C", "C", "C", "C", "C", "N", "C", "H", "H", "H", "H", "H", "H", "H", "H", "H", "H", "H", "H", "H", "H", "H"], "coordinates": [[-1.28812, -2.50950, -0.76034], [-0.25988, -1.62043, 0.03412], [-0.81867, -0.17221, -0.19177], [0.15427, 0.90264, -0.59018], [-0.42950, 2.19569, -0.11388], [1.48705, 0.55007, -0.06538], [1.75834, 0.75722, 1.30651], [-1.15066, -3.56866, -0.59376], [-2.28347, -2.23599, -0.21220], [-1.04986, -2.07702, -1.75322], [-0.04645, -1.84775, 1.09971], [0.70056, -1.52273, -0.64504], [-1.43760, -0.44540, -1.02064], [-1.54616, 0.16345, 0.57094], [0.19847, 0.91540, -1.65536], [0.38388, 2.96774, -0.26751], [-1.27932, 2.42361, -0.70350], [-0.84024, 2.11589, 0.88045], [2.35635, 0.76304, -0.65846], [0.82590, 0.49990, 1.83503], [2.43035, -0.04385, 1.86487], [2.13477, 1.78891, 1.63961]], "total_charge": 0, "de_lowest_kcal_mol": 58.43, "max_force_ev_per_a": 3.4, "energy_ha": -292.2759}

# 5
{"formula": "C6H15N", "method": "ωB97M-V with the def2-TZVPD basis set", "symbols": ["C", "N", "C", "C", "C", "C", "C", "H", "H", "H", "H", "H", "H", "H", "H", "H", "H", "H", "H", "H", "H", "H"], "coordinates": [[1.56105, 0.20024, -2.17464], [0.33022, 0.23599, -1.41418], [0.44228, -0.25197, -0.05081], [1.18181, 0.63048, 0.88531], [-0.99850, -0.59518, 0.23060], [-1.11989, -1.49968, 1.55044], [-1.78196, 0.76146, 0.27101], [1.50026, -0.70666, -2.87088], [2.34071, -0.02231, -1.44608], [1.78876, 1.03817, -2.73459], [-0.12928, 1.07915, -1.29592], [1.01525, -1.22073, -0.04062], [0.76232, 1.63861, 1.01992], [1.14894, 0.54391, 2.02471], [2.22267, 0.85631, 0.54805], [-1.30967, -1.22935, -0.64833], [-0.44613, -0.87983, 2.16637], [-2.09294, -1.43492, 1.89236], [-0.90145, -2.47069, 1.22623], [-1.17618, 1.55618, -0.35387], [-1.60532, 1.12640, 1.29466], [-2.73294, 0.64441, -0.07971]], "total_charge": 0, "de_lowest_kcal_mol": 58.80, "max_force_ev_per_a": 4.9, "energy_ha": -292.2753}

# 6
{"formula": "C6H15N", "method": "ωB97M-V with the def2-TZVPD basis set", "symbols": ["C", "N", "C", "C", "C", "C", "C", "H", "H", "H", "H", "H", "H", "H", "H", "H", "H", "H", "H", "H", "H", "H"], "coordinates": [[-1.06833, 2.45693, -0.43977], [-1.07100, 0.96877, -0.73406], [0.16990, 0.52320, -0.16063], [0.13209, 0.70984, 1.37471], [0.57966, -0.98080, -0.55395], [1.68346, -1.58901, 0.21716], [-0.66513, -1.90140, -0.65857], [-1.91474, 2.95337, -0.91139], [-0.10865, 2.85957, -0.86132], [-1.03593, 2.69880, 0.61216], [-1.90129, 0.56660, -0.28306], [0.98345, 1.16251, -0.39069], [-0.86876, 0.51826, 1.78563], [0.57438, -0.02370, 1.99087], [0.48859, 1.74304, 1.68784], [0.74684, -0.99397, -1.76640], [1.52199, -1.76838, 1.36196], [1.99590, -2.67720, -0.11281], [2.64613, -0.96509, -0.08021], [-0.99856, -1.59832, -1.65115], [-1.44179, -1.65876, 0.19710], [-0.44820, -3.00425, -0.62344]], "total_charge": 0, "de_lowest_kcal_mol": 57.85, "max_force_ev_per_a": 3.9, "energy_ha": -292.2768}

# 7
{"formula": "C6H15N", "method": "ωB97M-V with the def2-TZVPD basis set", "symbols": ["C", "C", "C", "C", "N", "C", "C", "H", "H", "H", "H", "H", "H", "H", "H", "H", "H", "H", "H", "H", "H", "H"], "coordinates": [[1.55635, -2.49172, 0.97147], [1.68729, -1.00909, 0.33703], [1.03399, -0.84511, -1.05152], [-0.49801, -0.54205, -1.00879], [-0.93823, 0.86458, -1.00635], [-1.89343, 1.39226, 0.08143], [-1.36337, 2.78860, 0.81121], [2.41348, -2.95225, 0.57670], [1.56308, -2.34197, 2.01296], [0.53005, -2.77970, 0.82314], [1.26182, -0.22626, 1.07058], [2.94203, -0.87932, 0.18320], [1.32700, 0.06057, -1.59728], [1.14870, -1.71239, -1.74956], [-1.04956, -1.13426, -0.37735], [-0.93393, -0.93245, -1.97198], [-0.28582, 1.49302, -1.37087], [-2.82557, 1.53083, -0.45695], [-1.97164, 0.68275, 0.88769], [-1.74757, 2.73953, 1.81137], [-1.68584, 3.72671, 0.25789], [-0.27083, 2.56772, 0.76598]], "total_charge": 0, "de_lowest_kcal_mol": 64.54, "max_force_ev_per_a": 4.3, "energy_ha": -292.2662}

# 8
{"formula": "C6H15N", "method": "ωB97M-V with the def2-TZVPD basis set", "symbols": ["C", "C", "C", "N", "C", "C", "C", "H", "H", "H", "H", "H", "H", "H", "H", "H", "H", "H", "H", "H", "H", "H"], "coordinates": [[-0.24162, 2.16432, 1.92705], [-0.66910, 2.23350, 0.43009], [-1.11255, 0.88284, -0.14311], [-0.13036, 0.21915, -0.95522], [1.00020, -0.47793, -0.43937], [1.09386, -1.88864, -1.03787], [0.05625, -2.86000, -0.54426], [0.72450, 1.64755, 1.90800], [-0.98124, 1.65791, 2.52681], [-0.10296, 3.17521, 2.33201], [0.19073, 2.68598, -0.06201], [-1.55088, 2.86837, 0.32071], [-1.39555, 0.13400, 0.62584], [-2.04959, 1.11603, -0.65900], [-0.03940, 0.61261, -1.86939], [1.97864, -0.05395, -0.72888], [0.91668, -0.50508, 0.65408], [2.06859, -2.37388, -0.91335], [1.02335, -1.80866, -2.13459], [0.22464, -3.10460, 0.50041], [-0.96933, -2.50198, -0.66732], [-0.03485, -3.82277, -1.07065]], "total_charge": 0, "de_lowest_kcal_mol": 25.47, "max_force_ev_per_a": 1.8, "energy_ha": -292.3284}

> Number 2 is which compound?

C6H15N